Below is 4 unconnected molecules or ions with the total composition C38H71F3N5O13P2 at a distorted geometry, with properties calculated with ωB97M-V with the def2-TZVPD basis set.

Last columns: bonded neighbours and bond lengths (Å).
Positions of all 132 atoms, in Å:
1 H -2.71 -3.68 -0.51  C82 1.157
2 H 5.88 -6.60 -0.09  C57 1.149
3 H -2.14 5.24 -2.05  C50 1.096
4 H 0.15 -5.11 5.67  C119 1.091
5 P 1.31 -2.41 -3.11  C15 1.869, N42 1.592, O73 1.727, O131 1.732
6 H 3.50 1.96 1.95  O121 0.989
7 H 6.79 -0.15 -0.99  C77 1.154
8 H 6.79 -1.91 -0.24  C77 1.136
9 O -3.87 5.22 -3.21  C50 1.424, C66 1.422
10 H -2.57 3.06 -4.19  C128 1.095
11 H 1.38 1.30 -0.86  C113 1.154
12 H -1.52 -5.28 6.28  C119 1.092
13 H -1.18 0.41 3.69  C45 1.150
14 H 0.63 -3.98 8.83  C95 1.093
15 C 1.62 -1.25 -1.67  P5 1.869, C40 1.644, N81 1.525, H85 1.162
16 C -6.66 10.40 -2.22  C48 1.526, H51 1.095, H76 1.096, O115 1.425
17 C 2.43 -2.36 0.42  C63 1.619, C74 1.633, N81 1.522, C111 1.613
18 P 3.91 -0.20 1.96  C63 1.852, O109 1.744, O117 1.524, O121 1.721
19 H -4.72 2.77 -3.16  C103 1.092
20 H 6.26 -3.99 -0.84  C28 1.137
21 O 0.01 -5.54 7.68  C95 1.427, C119 1.422
22 H -6.73 8.56 -3.39  C48 1.095
23 H -2.03 -1.61 0.23  C37 1.163
24 H 5.54 0.91 -2.42  C114 1.140
25 H -8.05 6.69 -2.43  C90 1.095
26 C -8.72 10.89 -1.17  H27 1.093, H102 1.092, O115 1.421, H124 1.094
27 H -8.48 10.10 -0.46  C26 1.093
28 C 5.29 -4.40 -0.41  H20 1.137, H34 1.159, O38 1.445, C57 1.633
29 H -0.50 -6.71 6.08  C119 1.091
30 H -1.57 -3.35 9.69  C97 1.095
31 H -1.58 0.39 -0.91  C67 1.158
32 H 4.21 -6.37 -0.93  C57 1.137
33 H -5.33 8.71 -2.32  C48 1.093
34 H 5.29 -4.42 0.75  C28 1.159
35 H -8.88 8.27 -2.35  C90 1.092
36 H -3.22 -2.65 -1.93  C82 1.136
37 C -1.41 -1.82 -0.73  H23 1.163, C67 1.561, C82 1.645, C89 1.569
38 O 4.08 -3.84 -0.97  C28 1.445, C111 1.475
39 H -0.26 -3.00 -4.49  O131 0.992
40 C 3.10 -0.54 -1.73  C15 1.644, C65 1.575, N72 1.450, H105 1.163
41 H 0.07 -3.46 -0.88  C89 1.159
42 N 1.57 -3.97 -2.93  P5 1.592, H100 1.025
43 H 1.83 2.51 -5.57  C123 1.154
44 H 3.13 -4.40 1.22  C74 1.157
45 C -0.60 0.60 2.71  H13 1.150, C62 1.528, C99 1.543
46 H -0.42 -3.51 7.48  C95 1.096
47 H 5.91 2.62 -4.31  C132 1.154
48 C -6.40 8.90 -2.40  C16 1.526, H22 1.095, H33 1.093, O118 1.429
49 C 1.69 -5.22 2.79  F107 1.428, O110 1.410, F127 1.406, F129 1.418
50 C -2.49 4.90 -3.02  H3 1.096, O9 1.424, H98 1.095, C128 1.526
51 H -6.10 10.94 -2.99  C16 1.095
52 H -4.32 4.60 -1.26  C66 1.093
53 H -8.81 7.23 -0.92  C90 1.091
54 H -2.78 -0.53 -1.90  C67 1.157
55 H 8.16 -1.32 -1.31  C77 1.157
56 O -2.88 2.64 -2.17  C103 1.422, C128 1.428
57 C 5.27 -5.98 -0.84  H2 1.149, C28 1.633, H32 1.137, H94 1.154
58 O -2.66 -4.61 8.52  C60 1.421, C97 1.425
59 N 4.88 -2.00 -2.54  N72 1.355, C112 1.479, H122 1.021
60 C -3.04 -5.98 8.62  O58 1.421, H78 1.092, H83 1.093, H104 1.094
61 H 1.65 -4.55 0.10  C74 1.124
62 C -0.05 -0.57 1.91  C45 1.528, C106 1.578, H126 1.154
63 C 2.93 -1.76 1.83  C17 1.619, P18 1.852, H64 1.137, H92 1.163
64 H 2.17 -1.74 2.68  C63 1.137
65 C 3.29 0.51 -2.89  C40 1.575, C114 1.543, C120 1.533
66 C -4.56 5.39 -1.98  O9 1.422, H52 1.093, H87 1.094, H96 1.092
67 C -1.67 -0.54 -1.58  H31 1.158, C37 1.561, H54 1.157, H93 1.128
68 H 1.19 0.68 -3.84  C120 1.140
69 H 6.89 -2.65 -2.90  C112 1.159
70 H 2.75 -2.77 -4.78  O73 0.984
71 H 5.10 -1.34 3.48  O109 0.990
72 N 4.10 -1.57 -1.52  C40 1.450, N59 1.355, C111 1.477
73 O 2.26 -1.97 -4.48  P5 1.727, H70 0.984
74 C 2.15 -3.91 0.86  C17 1.633, H44 1.157, H61 1.124, O110 1.488
75 H -4.65 1.73 -1.72  C103 1.091
76 H -6.31 10.74 -1.24  C16 1.096
77 C 7.01 -1.27 -1.16  H7 1.154, H8 1.136, H55 1.157, C112 1.583
78 H -3.80 -6.18 7.86  C60 1.092
79 C 0.32 2.24 0.91  H84 1.150, C99 1.538, C113 1.532
80 H -3.89 1.19 -3.23  C103 1.095
81 N 1.25 -1.66 -0.25  C15 1.525, C17 1.522, C89 1.528, C106 1.528
82 C -2.31 -3.04 -1.38  H1 1.157, H36 1.136, C37 1.645, H101 1.137
83 H -2.20 -6.65 8.46  C60 1.093
84 H 0.47 3.31 0.51  C79 1.150
85 H 0.98 -0.36 -2.03  C15 1.162
86 H -0.31 -2.93 0.73  C89 1.162
87 H -4.31 6.36 -1.55  C66 1.094
88 H -1.17 3.21 -3.12  C128 1.094
89 C -0.05 -2.46 -0.30  C37 1.569, H41 1.159, N81 1.528, H86 1.162
90 C -8.26 7.56 -1.80  H25 1.095, H35 1.092, H53 1.091, O118 1.422
91 H -1.27 -5.07 10.01  C97 1.095
92 H 3.68 -2.57 2.20  C63 1.163
93 H -1.09 -0.31 -2.52  C67 1.128
94 H 5.84 -6.02 -1.84  C57 1.154
95 C -0.26 -4.27 8.26  H14 1.093, O21 1.427, H46 1.096, C97 1.526
96 H -5.63 5.36 -2.18  C66 1.092
97 C -1.44 -4.33 9.21  H30 1.095, O58 1.425, H91 1.095, C95 1.526
98 H -1.93 5.44 -3.79  C50 1.095
99 C -0.43 2.06 2.23  C45 1.543, C79 1.538, H125 1.139
100 H 1.85 -4.07 -1.95  N42 1.025
101 H -1.70 -3.72 -2.06  C82 1.137
102 H -9.79 10.86 -1.38  C26 1.092
103 C -4.10 2.06 -2.61  H19 1.092, O56 1.422, H75 1.091, H80 1.095
104 H -3.47 -6.16 9.61  C60 1.094
105 H 3.13 0.11 -0.77  C40 1.163
106 C 0.76 -0.46 0.56  C62 1.578, N81 1.528, C113 1.554
107 F 0.61 -5.45 3.70  C49 1.428
108 H 4.71 -2.39 0.31  C111 1.163
109 O 4.82 -0.39 3.44  P18 1.744, H71 0.990
110 O 1.38 -4.01 2.13  C49 1.410, C74 1.488
111 C 3.80 -2.50 -0.41  C17 1.613, O38 1.475, N72 1.477, H108 1.163
112 C 6.33 -1.71 -2.52  N59 1.479, H69 1.159, C77 1.583, H116 1.160
113 C 0.86 1.04 0.13  H11 1.154, C79 1.532, C106 1.554
114 C 4.66 1.18 -3.09  H24 1.140, C65 1.543, C132 1.516
115 O -8.03 10.72 -2.41  C16 1.425, C26 1.421
116 H 6.55 -0.90 -3.33  C112 1.160
117 O 5.00 0.10 0.94  P18 1.524
118 O -7.04 8.14 -1.37  C48 1.429, C90 1.422
119 C -0.50 -5.65 6.36  H4 1.091, H12 1.092, O21 1.422, H29 1.091
120 C 2.26 1.07 -3.88  C65 1.533, H68 1.140, C123 1.516
121 O 3.00 1.21 2.36  H6 0.989, P18 1.721
122 H 4.57 -1.83 -3.49  N59 1.021
123 C 2.68 2.13 -4.89  H43 1.154, C120 1.516, N130 1.418
124 H -8.47 11.86 -0.74  C26 1.094
125 H -0.88 2.90 2.85  C99 1.139
126 H -0.25 -1.61 2.37  C62 1.154
127 F 1.72 -6.32 1.92  C49 1.406
128 C -2.24 3.40 -3.20  H10 1.095, C50 1.526, O56 1.428, H88 1.094
129 F 2.85 -5.10 3.60  C49 1.418
130 N 3.93 2.73 -5.15  C123 1.418, C132 1.421
131 O -0.30 -2.34 -3.75  P5 1.732, H39 0.992
132 C 4.85 2.20 -4.20  H47 1.154, C114 1.516, N130 1.421

Properties
Gap between HOMO and LUMO: 7.080 eV
Multiplicity: 1
Net charge: +1